A cluster of 13 separate species, C46H125N7O22 in total at a distorted geometry. Source: the OMol25 dataset; level of theory: the ωB97M-V functional and the def2-TZVPD basis.

Each line ends with the Löwdin spin population.
Positions of all 200 atoms, in Å:
1 H 7.179916 2.504273 1.642665  0.020
2 C 6.022622 -1.467849 5.152063  0.000
3 C -0.275647 -3.253437 -1.747152  0.000
4 C 5.436948 2.764487 0.800823  0.090
5 H -1.553931 0.858070 9.203503  0.000
6 H 3.399774 -0.989668 5.729041  0.000
7 O 6.168709 2.154637 -2.259784  0.007
8 H -2.006808 -8.266712 -0.445498  0.000
9 H -1.023593 0.823324 7.458011  0.000
10 H -0.737504 3.092180 -3.432878  0.000
11 C 2.322572 -0.646966 -1.167008  0.000
12 H -3.493975 5.346004 -3.893581  0.000
13 H 2.812247 -4.912729 1.345356  0.000
14 H 2.904425 -3.527210 3.044805  0.000
15 H -1.861627 5.063926 -4.351788  0.000
16 H -5.929589 -5.830843 -1.108140  0.000
17 H -3.929059 1.179906 8.572344  0.000
18 H -0.973847 -3.403620 -5.815263  0.000
19 H 4.062193 -5.314750 -1.415899  0.000
20 H 4.615745 1.917708 2.590183  0.000
21 H -0.882867 -1.126574 -5.424684  0.000
22 H -4.876233 1.133799 -0.225050  0.000
23 H 3.557263 3.999475 3.958839  0.000
24 O -2.585385 -4.644780 -5.468017  0.000
25 H -5.324965 3.957841 -3.094131  0.000
26 H -3.134365 4.285062 -5.188236  0.000
27 C 1.108215 -1.586458 4.222276  0.000
28 H -3.333538 6.862191 4.166177  0.000
29 C -1.697488 1.826178 1.952331  0.000
30 H -6.498649 0.606104 0.045742  0.000
31 H -3.592702 -2.074615 -5.545882  0.000
32 H -2.279133 2.029303 5.508230  0.000
33 C -3.757584 -1.218346 -0.953165  0.000
34 N -4.999279 0.712082 6.235367  0.000
35 H 0.825834 2.463275 1.824428  0.000
36 H -5.175971 0.021787 1.014079  0.000
37 H -1.392876 2.459926 2.785202  0.000
38 H 5.106779 2.325519 -3.953707  0.000
39 H 0.678929 0.690156 2.377821  0.000
40 C -2.843614 5.295325 2.754605  0.000
41 C 2.419310 -3.774972 -5.189237  0.000
42 H 1.788980 -5.821441 -4.927288  0.000
43 H -0.663737 1.106420 -2.315106  0.000
44 H 4.849872 0.823879 -3.135104  0.001
45 C -2.573951 -2.203299 -5.180265  0.000
46 C 1.961994 -5.098620 -5.724594  0.000
47 N 6.670521 1.973693 0.950493  0.698
48 H -2.210754 4.354246 -0.183632  0.000
49 H 2.013045 0.021911 -1.970056  0.000
50 H 1.319115 -8.636604 -0.457536  0.000
51 C 4.502177 -4.723272 -2.218823  0.000
52 O -2.690952 5.345853 5.227623  0.000
53 H -0.250556 -3.818161 -0.815183  0.000
54 H -5.630601 1.478195 6.421364  0.000
55 C -2.621235 -0.150074 -1.064207  0.000
56 C 6.841984 1.118405 -1.503587  0.006
57 O 4.940804 -1.084452 4.358103  0.000
58 N 2.483876 -2.805166 -6.284132  0.000
59 C 0.697150 5.455740 -1.215865  0.000
60 H 1.305945 1.702081 -0.404606  0.000
61 C 0.653291 1.418240 1.567055  0.000
62 C 2.843097 3.744518 3.175850  0.001
63 H 0.225986 -3.930300 -2.438746  0.000
64 C -3.520462 1.892338 7.855696  0.000
65 O -5.093181 -0.678522 -1.034146  0.000
66 N -2.684845 0.636673 -2.262880  0.000
67 H 2.341064 -1.094749 1.768189  0.000
68 H -6.277394 5.317100 -2.505670  0.000
69 C -1.671733 2.531885 -3.469939  0.000
70 C -0.855620 5.541590 -1.013665  0.000
71 H 2.604688 -6.257580 2.401151  0.000
72 H 8.401760 1.376082 0.142672  0.003
73 O 3.558664 -4.910701 -3.342315  0.000
74 H -2.074491 -5.366523 -5.841740  0.000
75 H 3.751465 -1.520353 2.374582  0.000
76 H 1.665745 -3.536087 -4.438789  0.000
77 C 1.663220 1.107179 0.435964  0.000
78 C 2.466833 3.884803 -1.573789  0.000
79 H -0.955367 7.570549 -1.574063  0.000
80 H 0.999516 -2.667703 4.307136  0.000
81 H -4.371677 5.563577 -1.260570  0.000
82 C -2.057457 -3.408548 -5.933025  0.000
83 H 4.632966 -4.131600 -5.100344  0.000
84 H -1.312906 5.232162 1.723218  0.000
85 C -0.676245 -6.919346 -1.286620  0.000
86 H 1.089964 -5.064994 -6.377673  0.000
87 N 1.616431 -0.286140 0.082194  0.000
88 H 3.391412 -0.573875 -0.966150  0.000
89 H -2.331845 7.011535 -0.511984  0.000
90 C -4.613213 -5.185570 -2.658790  0.000
91 O -2.807219 3.433426 -3.331005  0.000
92 C 1.734823 -2.019266 -1.503245  0.000
93 H 0.312192 -5.573509 1.434478  0.000
94 H 5.738007 3.760981 0.477638  0.050
95 O -1.835101 -1.024385 -5.491178  0.000
96 H -5.046398 0.626294 5.230115  0.000
97 H -2.476592 2.387849 1.436936  0.000
98 C 2.326108 -5.211470 2.274069  0.000
99 H 3.675118 -2.574032 5.000369  0.000
100 H 0.987991 -1.140442 5.209552  0.000
101 H -6.655369 2.545245 -2.141994  0.000
102 C -3.324175 1.824698 5.275573  0.000
103 H 4.564437 -3.702657 -1.841241  0.000
104 H -3.683377 3.363664 -1.685953  0.000
105 H -0.325158 2.060337 8.557144  0.000
106 H -3.169163 5.981922 1.973135  0.000
107 H -1.656456 -0.652598 -0.995095  0.000
108 H -2.705921 0.440781 -0.152170  0.000
109 H 7.790037 2.862511 -0.646325  0.034
110 H -1.064546 -6.280499 -2.079832  0.000
111 H 4.735266 2.442710 0.031271  0.007
112 H -0.798834 -6.397343 -0.337628  0.000
113 O -0.695104 1.380163 1.041101  0.000
114 H 5.844361 -2.540825 5.223019  0.000
115 O -3.965807 3.613543 -0.803120  0.000
116 H 3.870637 -2.972284 -3.985403  0.000
117 C -5.450414 -4.900337 -1.412561  0.000
118 H -2.461961 -2.319140 -4.102241  0.000
119 C -2.807813 4.549918 -4.182600  0.000
120 C -1.630474 1.607087 -2.261791  0.000
121 N -1.312652 4.745667 0.061951  0.000
122 H -1.839295 5.788876 5.231324  0.000
123 C 4.850372 2.878334 2.131656  0.006
124 O 1.556224 -7.709024 -0.528032  0.000
125 H 1.223777 5.980515 -0.418753  0.000
126 H 1.276802 -2.910129 2.000855  0.000
127 C 0.818321 -7.043053 -1.557517  0.000
128 H 6.891897 -1.309074 4.513894  0.000
129 C -3.413793 5.775522 4.137451  0.000
130 C 2.516953 -1.149065 3.767447  0.000
131 H 0.982888 -7.527857 -2.519800  0.000
132 O 0.717160 -3.566791 1.579903  0.000
133 H -5.496647 4.912555 -0.180135  0.000
134 H -0.811356 7.329296 0.216047  0.000
135 H -5.229113 -5.310945 -3.549320  0.000
136 H 1.698579 -2.897849 -6.912478  0.000
137 H -3.288295 -4.315311 -3.760520  0.000
138 H 1.993317 -2.616802 -0.629036  0.000
139 H -1.416600 5.009720 -1.782111  0.000
140 H -2.198484 -3.260800 -7.003722  0.000
141 H 3.150779 -3.324438 -6.837030  0.000
142 C 3.601126 -1.506901 4.790947  0.000
143 O 0.346627 -1.954851 -1.648227  0.000
144 H 5.499728 -5.103389 -2.439045  0.000
145 H -3.106172 0.140092 6.639535  0.000
146 H 2.142274 -2.500060 -2.392570  0.000
147 C -1.260966 6.977132 -0.712350  0.000
148 H 7.624509 0.752020 -2.168045  0.000
149 H -4.483046 5.595135 4.248170  0.000
150 C -3.665156 1.072024 6.555047  0.000
151 C 0.833961 -4.876221 2.089952  0.000
152 O -2.173603 2.389391 8.155250  0.000
153 O 3.600015 3.589052 1.968137  0.013
154 H -0.630345 4.006957 -0.032163  0.000
155 O -6.810775 3.403460 -1.740865  0.000
156 H -3.783402 2.804568 5.144927  0.000
157 H 2.772078 4.379584 -2.495808  0.000
158 H -1.774793 2.280172 -1.416663  0.000
159 C -4.897850 4.633184 -1.047028  0.000
160 H 3.116825 4.218281 -0.764829  0.000
161 H -3.813406 -1.803711 -1.870946  0.000
162 C 5.623412 1.547890 -3.391139  0.001
163 H 2.771412 -5.577428 -6.275667  0.000
164 C -5.862814 4.347487 -2.229846  0.000
165 H 2.039325 4.456258 2.987529  0.000
166 H -4.047528 -6.101794 -2.489540  0.000
167 H 1.226793 -6.032666 -1.538475  0.000
168 H 0.315493 -4.821637 3.047198  0.000
169 C -5.471375 0.246092 -0.010870  0.000
170 O -3.635107 -4.193754 -2.873646  0.000
171 H -3.186066 4.301375 2.466692  0.000
172 H -1.337867 -3.266866 -1.991313  0.000
173 H -2.443677 0.069534 -3.063064  0.000
174 C 7.533826 1.859134 -0.306177  0.063
175 C 3.767113 -3.945674 -4.464875  0.000
176 N 2.763155 -1.717246 2.442308  0.000
177 O -6.293193 -3.743995 -1.594748  0.000
178 H 6.196481 0.289960 -1.211841  0.000
179 H 2.609758 -0.083832 3.555878  0.000
180 H 2.686083 2.828124 -1.726956  0.000
181 H 2.700790 1.357433 0.657144  0.000
182 H 2.390198 2.786605 3.431559  0.001
183 C -1.188676 1.428430 8.349470  0.000
184 H 0.674115 -0.599473 -0.102129  0.000
185 H 0.326180 -1.236212 3.548600  0.000
186 H -4.750530 -4.646668 -0.616378  0.000
187 H -2.166497 0.952258 2.404415  0.000
188 H 5.499941 3.356436 2.864841  -0.001
189 H -4.152808 2.780156 7.857954  0.000
190 H -5.755436 -2.949492 -1.560096  0.000
191 O -1.432140 5.338054 2.669886  0.000
192 H 6.334016 1.137199 -4.108403  0.000
193 H -1.664418 1.910791 -4.365643  0.000
194 O 2.973853 -4.460454 3.258897  0.000
195 H 0.876118 6.055091 -2.108525  0.000
196 O -1.368877 -8.204660 -1.160194  0.000
197 H -3.538697 1.215788 4.397327  0.000
198 H 6.148431 -1.052617 6.151988  0.000
199 H -3.653894 -1.923245 -0.128254  0.000
200 O 1.060951 4.078031 -1.315617  0.000

Cartesian forces (eV/Å) of the 6 atoms listed first:
H 0.7 -0.9 1.2
C -0.3 -1.7 -0.7
C 0.3 -0.6 0.6
C 0.2 -1.3 -0.3
H 0.8 -0.7 0.1
H -0.3 0.0 0.1

Net charge: +1
HOMO-LUMO gap (alpha / beta), hartree: 0.2457 / 0.0551
DFT total energy, eV: -105183.1443
2S+1: 2
LUMO energy (alpha / beta), Eh: -0.1140 / -0.3046
Expectation value of S²: 0.754
E_HOMO (alpha / beta), eV: -9.8 / -9.8